10
Properties=species:S:1:pos:R:3:mulliken_charge:R:1 method="wB97M-V/def2-TZVPD" gap_ha=0.2207 smiles="O=P([O-])([O-])C(O)O" charge=-2 e_homo_ev=0.80
O 0.455 0.730 -1.437 -0.497
P -0.577 -1.077 0.373 0.671
H 0.045 -0.101 -1.734 0.340
H 1.835 0.310 0.043 0.142
H -0.420 2.020 0.832 0.313
O 0.463 1.687 0.882 -0.501
O -0.367 -1.589 1.764 -0.766
O -2.009 -0.523 0.037 -0.799
C 0.725 0.587 -0.020 -0.098
O -0.150 -2.044 -0.741 -0.805


101
Properties=species:S:1:pos:R:3:lowdin_spin:R:1 method="wB97M-V/def2-TZVPD" gap_ha="0.3525 / 0.1891" multiplicity=2 charge=+2 e_homo_ev="-13.70 / -13.70"
H -4.029 -0.375 -3.921 0.000
H 1.998 3.224 0.792 0.000
O 1.661 -0.839 -1.123 0.000
C -2.355 2.291 2.501 0.000
H 0.788 -2.375 -5.377 0.015
H 3.548 2.066 1.932 0.000
H -3.799 0.498 0.931 0.000
H 0.834 4.573 4.101 0.000
C 1.304 3.591 4.172 0.000
C 0.464 0.754 -4.227 0.000
C -1.855 -2.957 2.031 0.000
C -3.660 -1.281 -4.399 0.002
H 1.260 4.616 1.566 0.000
H 0.817 -0.182 -3.796 0.000
H 2.855 4.117 2.077 0.000
H 1.395 -4.244 0.580 0.000
H 2.037 -1.726 -1.210 0.000
N -2.265 0.697 -0.708 0.000
H 0.809 -2.404 -3.602 0.000
H 1.723 -2.512 0.369 0.000
N -0.781 -1.200 1.174 0.000
C 0.484 -4.260 3.046 0.000
P 3.465 -0.075 1.539 0.000
C 0.013 3.186 -3.736 0.000
H -5.254 -2.962 -2.812 0.000
N -1.859 1.405 1.636 0.000
H -0.051 -5.022 2.475 0.000
C -2.687 -5.281 -3.150 0.032
H -4.674 -1.529 -1.936 0.000
N -2.112 -0.990 1.097 0.000
H -3.418 2.361 2.658 0.000
N -3.340 -2.293 -3.383 -0.003
C 1.254 2.860 2.831 0.000
O 4.180 -1.623 -0.492 0.000
C -2.776 -2.023 1.609 0.000
H -0.076 -4.055 3.958 0.000
C 1.687 -3.319 1.086 0.000
H 2.342 3.749 4.468 0.000
Ir 0.434 0.256 0.321 0.000
N -1.842 -4.274 -2.529 0.357
H 0.928 3.509 -4.233 0.000
H -3.530 -4.819 -3.655 0.000
N -0.969 0.887 -1.054 0.000
H 5.055 -1.950 -0.250 0.000
H 1.162 -2.253 2.872 0.000
H -2.108 -5.878 -3.863 0.012
H -2.774 -1.014 -4.973 0.001
O 3.255 0.591 -2.664 0.000
H -0.238 3.921 -2.971 0.000
C 4.084 -0.233 -0.174 0.000
H -0.458 0.567 -4.787 0.000
C 0.436 -2.904 -4.489 0.035
O -0.983 -1.861 -2.080 0.005
H 4.170 -1.227 3.257 0.000
H 5.727 0.320 -1.410 0.000
P -1.808 -2.649 -2.996 -0.003
O 1.974 -0.203 1.694 0.000
P 2.776 0.387 -1.305 0.000
H -3.851 -2.004 1.670 0.000
C -2.284 1.554 -2.727 0.000
H 0.801 -3.935 -4.544 0.013
H -2.722 -3.469 -5.581 0.000
H -1.366 3.737 3.830 0.000
H 1.098 1.849 -2.499 0.000
C -1.640 -3.511 -5.646 0.036
H -1.307 -2.985 -6.543 0.014
H -4.013 -3.121 -1.555 0.001
C 0.712 -2.998 2.213 0.000
H -0.784 3.185 -4.483 0.000
H -2.060 -3.892 2.519 0.000
H -3.054 -5.957 -2.377 0.013
H 1.224 1.107 -4.924 0.000
O 1.949 1.441 -0.542 0.000
H 1.808 1.929 2.949 0.000
H -1.313 -4.552 -5.736 0.014
C -0.709 -4.798 -1.778 0.032
C -0.150 2.455 2.495 0.000
N -1.021 -2.892 -4.487 0.397
H 5.257 1.595 -0.285 0.000
C -3.066 1.116 -1.688 0.000
H 6.150 0.197 0.321 0.000
H -0.074 -5.410 -2.426 0.011
H -4.136 1.104 -1.554 0.000
C -0.599 -2.411 1.750 0.000
H -0.145 -3.978 -1.343 0.000
O 4.263 -1.194 2.294 0.000
H 2.694 -3.465 1.475 0.000
C 5.390 0.519 -0.393 0.000
C -1.309 2.975 3.074 0.000
H -1.087 -5.437 -0.977 0.014
H -2.609 1.971 -3.665 0.000
C 1.883 3.738 1.742 0.000
B -2.622 0.412 0.747 0.000
O 4.036 1.256 2.156 0.000
H -4.422 -1.667 -5.076 0.000
C -0.959 1.400 -2.299 0.000
H 0.810 3.026 4.962 0.000
N -0.503 1.501 1.611 0.000
H 1.446 -4.684 3.333 0.000
C 0.224 1.796 -3.131 0.000
C -4.380 -2.489 -2.364 0.002


104
Properties=species:S:1:pos:R:3:lowdin_spin:R:1 method="wB97M-V/def2-TZVPD" gap_ha="0.1986 / 0.2391" multiplicity=2 e_homo_ev="-6.06 / -7.16"
H -1.470 4.728 -3.486 0.000
C -5.824 2.621 2.520 -0.003
N 0.038 -3.450 0.030 0.000
C 1.015 0.534 3.456 0.012
C -4.664 -1.534 -4.977 0.000
H 6.391 2.119 1.284 0.000
H 7.785 2.276 -0.753 0.000
H 3.737 2.466 -2.937 0.000
H 1.495 3.454 -6.322 0.000
C -0.058 4.187 -5.009 0.000
H 0.572 0.983 4.350 -0.001
H 3.656 0.709 -2.691 0.000
C -4.240 -2.701 0.616 0.000
S 0.169 -0.518 1.155 0.001
H -0.521 4.807 -5.768 0.000
N -2.216 0.273 -2.081 0.000
C 0.985 -4.253 -1.788 0.000
C -4.441 2.650 2.606 0.035
N -1.743 2.967 2.503 0.174
H 1.042 -6.528 3.827 0.000
H 1.054 -2.196 -2.689 0.000
Ca -1.000 1.570 -0.336 0.003
H -6.176 1.650 -0.699 -0.001
N 0.525 -5.026 2.486 0.000
H 3.649 -1.799 -1.226 0.000
H -5.223 -3.012 0.306 0.000
C -2.646 0.967 -3.142 0.000
C 0.156 3.759 3.620 0.214
H 2.091 -1.028 4.613 0.000
C -6.465 2.259 1.342 0.039
N 0.116 -1.888 1.995 0.000
N -2.551 -1.441 1.420 0.001
H 5.889 -1.235 -2.297 0.000
H 2.559 2.122 -4.582 0.000
H 0.419 -5.522 -0.027 0.000
C 5.206 -0.592 -0.368 0.000
C 3.383 1.682 -2.278 0.000
N -2.262 2.270 1.514 0.231
C 0.474 -4.582 -0.547 0.000
H 7.536 0.578 -2.540 0.000
H -2.202 -1.544 -1.103 0.000
H 1.142 -2.934 3.476 0.000
H -2.905 -4.479 0.354 0.000
O -0.628 3.281 -1.576 0.001
S 3.030 -1.694 1.073 0.000
H 4.723 -2.675 -0.144 0.000
H -0.501 4.499 4.052 0.011
C -3.842 -1.451 1.123 0.000
N -0.594 -4.272 2.345 0.000
H -2.459 -4.081 3.337 0.000
H -3.744 1.692 -0.572 0.002
C 6.928 0.520 -1.646 0.000
C 0.928 -1.925 3.151 0.002
C 1.441 -0.858 3.767 0.000
H 1.422 -4.917 -2.514 0.000
C 6.003 -0.502 -1.506 0.000
H 2.432 1.275 1.933 0.002
C 6.288 1.383 0.497 0.000
C 0.290 -5.818 3.517 0.000
C -0.987 -5.594 4.065 0.000
N -0.040 0.584 2.419 -0.001
H -3.947 2.921 3.527 0.003
N 2.239 0.286 -0.469 0.001
C -3.824 -0.914 -3.985 0.000
C -2.579 -1.006 -1.963 0.000
C 1.081 3.439 -5.323 0.000
H -6.411 2.879 3.393 -0.001
H 1.959 4.578 4.477 -0.004
C 1.894 1.783 -2.070 0.000
H -4.432 -0.560 1.277 0.000
C 1.153 2.614 -3.025 0.000
C 0.797 -2.868 -1.884 0.000
H -1.451 -6.090 4.900 0.000
N -5.333 -2.028 -5.768 0.000
C -4.316 1.953 0.311 0.033
B -0.635 -3.109 1.374 0.000
H 3.897 1.757 -1.323 0.000
C 5.364 0.354 0.635 0.000
N 1.316 1.130 -1.089 0.000
C -1.511 -4.591 3.290 0.000
C 4.206 -1.724 -0.291 0.000
C -3.086 -3.451 0.629 0.000
C 1.675 2.695 -4.334 0.000
C -0.436 2.889 2.715 -0.009
H -2.325 2.001 -3.203 0.000
H 4.754 0.293 1.529 0.000
C -5.698 1.927 0.233 -0.003
C 1.749 1.669 2.679 0.031
H -7.546 2.240 1.290 0.003
N 0.235 -2.391 -0.781 0.000
N -2.092 -2.678 1.120 0.000
C 7.070 1.472 -0.644 0.000
C -3.385 -1.645 -2.892 0.000
C -0.041 3.336 -2.723 0.000
H -3.658 -2.680 -2.753 0.000
C -0.594 4.147 -3.747 0.000
N 0.392 1.926 1.976 -0.004
C -3.662 2.311 1.495 0.008
H 3.428 2.805 3.558 0.012
C 1.911 -0.473 0.482 0.000
C 2.356 2.795 3.419 0.190
C 1.547 3.764 3.893 0.018
H -3.776 1.011 -4.963 0.000
C -3.451 0.418 -4.121 0.000


18
Properties=species:S:1:pos:R:3:mulliken_charge:R:1 method="wB97M-V/def2-TZVPD" gap_ha=0.3645 smiles="NC(=O)[C@@H](N)CO.O" e_homo_ev=-9.34
O -1.341 0.463 -0.656 -0.601
H -1.266 2.923 -1.144 0.265
H -1.297 -3.179 -1.211 0.318
H 0.194 2.996 -0.200 0.236
H 2.308 -1.733 -0.762 0.328
C -0.370 1.124 -0.363 0.357
H -0.248 0.764 2.323 0.207
O 2.132 -1.421 0.219 -0.569
H 1.858 0.941 0.053 0.282
C 0.831 0.592 0.387 0.485
N 0.595 1.041 1.798 -0.585
H 1.455 1.142 2.312 0.218
N -0.431 2.428 -0.776 -0.475
O -2.064 -2.581 -0.812 -0.649
C 0.755 -0.927 0.297 -0.661
H -1.794 -1.695 -0.823 0.384
H 0.259 -1.601 0.987 0.329
H 0.268 -1.262 -0.623 0.132


64
Properties=species:S:1:pos:R:3:lowdin_spin:R:1 method="wB97M-V/def2-TZVPD" gap_ha="0.2696 / 0.2117" multiplicity=2 charge=+1 e_homo_ev="-11.34 / -11.37"
N 1.848 1.597 3.973 0.001
H 2.527 -2.680 -0.854 0.000
C -0.621 1.324 3.983 0.000
C -1.868 3.340 1.131 0.003
H 1.980 1.670 4.973 0.000
C -0.963 -1.846 0.364 0.004
C 2.248 0.927 -4.544 -0.004
C 0.224 -3.921 0.526 0.000
H 2.423 0.668 -6.665 0.003
C 1.388 1.043 -3.465 0.043
H -4.039 -1.567 -2.830 0.000
C -3.257 -1.836 -0.822 0.012
H 1.399 -0.910 1.386 0.001
H 2.124 -2.499 1.595 0.000
H -3.486 -3.211 -2.501 0.000
Te -1.348 1.132 -2.144 0.640
C -0.502 0.848 -4.984 0.045
N -1.136 -0.441 0.673 0.003
C 1.554 -1.873 0.908 0.001
H 3.315 -1.230 -0.218 0.000
O 4.384 2.144 4.800 0.000
H -0.917 -5.699 0.171 0.000
C 0.008 0.995 -3.688 0.065
C -3.276 -2.158 -2.321 0.013
C -3.461 2.038 2.052 0.001
C 2.350 -1.706 -0.396 0.000
C 0.371 0.734 -6.050 -0.004
H 4.933 1.817 1.826 0.000
H -2.932 -4.454 -0.521 0.000
H -1.285 2.111 3.631 0.000
O 4.082 1.583 0.313 0.002
H -4.198 -2.159 -0.370 0.000
O 1.970 1.441 -0.402 0.004
C -0.921 -4.617 0.188 0.001
N 0.959 1.388 2.000 -0.001
H 3.317 0.958 -4.381 -0.001
C -2.053 -3.918 -0.183 0.000
H -0.015 0.617 -7.054 -0.001
H -1.572 0.817 -5.154 0.000
H -1.281 4.172 0.774 0.000
H 1.141 -4.457 0.739 0.000
H -2.905 -0.848 1.686 0.000
C -2.222 -0.095 1.305 0.000
C 2.320 1.549 1.870 0.000
H 1.787 1.175 -2.471 0.001
C -2.085 -2.529 -0.148 0.002
H 1.800 -1.097 -1.115 0.000
O 5.244 1.975 2.751 0.000
C -2.468 1.259 1.459 0.000
C 2.889 1.535 0.527 0.000
H -4.348 1.673 2.547 0.000
C 0.234 -2.532 0.611 0.001
C 4.257 1.954 3.621 0.000
H -3.583 4.256 2.166 0.000
Ir 0.008 1.137 0.053 0.081
C 2.890 1.674 3.093 0.001
C -3.076 3.363 1.841 0.000
H -3.197 -0.755 -0.710 0.009
H -0.495 1.435 5.058 0.000
N -1.505 2.068 0.916 0.001
C 1.743 0.767 -5.829 0.061
C 0.694 1.422 3.304 0.002
H -1.092 0.366 3.777 0.000
H -2.306 -1.933 -2.772 0.009


87
Properties=species:S:1:pos:R:3:lowdin_spin:R:1 method="wB97M-V/def2-TZVPD" gap_ha="0.2639 / 0.2039" multiplicity=5 e_homo_ev="-7.30 / -7.41"
C -1.482 -0.818 2.525 0.004
C 3.096 -2.007 1.135 0.004
S -3.602 -4.664 -5.542 0.112
H -4.534 1.809 1.699 0.000
H -1.506 2.113 -0.004 0.001
H 2.836 -3.608 -0.264 0.001
H 0.670 3.517 -2.325 0.000
C -2.057 3.416 -1.436 0.002
H -0.169 1.800 1.958 0.000
C 0.750 1.932 2.512 0.002
C -1.032 -2.342 -3.116 0.170
H 5.728 -1.648 3.234 0.000
C 3.108 2.434 2.564 0.005
H -1.873 3.547 -5.080 0.000
H -6.498 -0.652 -1.216 0.000
H -4.878 -2.460 -0.766 0.000
H 1.684 -2.946 2.799 0.000
C -3.782 -1.326 0.687 0.004
C 1.935 1.929 4.606 0.001
C 1.929 2.243 1.849 0.011
S -2.266 -0.014 -2.386 0.364
O -0.767 0.157 0.547 0.081
C 0.299 0.486 -4.601 0.011
C -2.817 -3.593 -4.599 0.010
H 4.086 1.015 0.388 0.000
S -1.216 -3.846 -3.982 0.006
H 4.026 2.421 4.499 0.000
C -2.143 -1.485 -3.167 0.155
C -1.283 4.403 -2.280 0.000
H 0.938 -0.368 -4.416 0.004
C 3.053 -0.259 -1.037 0.008
C 3.580 1.101 -0.572 0.003
H -0.873 5.173 -1.621 0.000
H 3.826 -1.019 -0.918 0.002
C -1.390 1.597 -5.842 0.007
H -2.791 3.943 -0.822 0.001
C -0.105 3.779 -3.034 0.001
C -0.144 -2.438 3.731 0.000
C -5.706 -0.500 -0.493 0.002
C 3.109 2.271 3.943 0.000
C 0.789 -2.340 2.721 -0.001
H 2.805 -0.202 -2.098 0.002
H 4.262 1.539 -1.297 0.001
C 5.478 -3.257 1.835 0.001
H -2.022 -1.631 4.409 0.000
H 3.593 -0.549 2.628 0.000
H 4.023 2.718 2.056 0.001
Te 1.945 2.461 -0.246 0.100
H -2.102 1.638 -6.657 0.000
O -1.097 2.742 -0.617 0.039
H -0.165 1.507 4.397 0.000
H -0.585 -0.341 -6.363 0.000
C 4.663 -3.811 0.857 0.000
S 0.389 -2.014 -2.294 0.369
H -3.063 -2.114 0.881 0.000
C -2.699 0.044 2.492 0.000
H -1.973 4.906 -2.963 0.000
O -2.926 0.828 3.393 0.000
C -5.603 0.710 0.184 0.000
C 0.066 -3.356 4.911 0.000
H 0.937 -3.059 5.499 0.000
C -4.798 -1.518 -0.238 0.004
S -3.490 -2.070 -4.111 0.002
N 1.821 -0.581 -0.317 0.112
H -0.801 -3.343 5.573 0.000
C -1.280 2.650 -4.953 0.004
N 0.369 1.474 -3.699 0.038
H -2.595 2.705 -2.071 0.001
H 4.953 -4.730 0.364 0.000
C 0.756 1.770 3.892 0.000
H 0.224 -4.389 4.593 0.000
C 1.823 -1.317 0.736 0.009
C -3.690 -0.127 1.382 0.002
C 3.475 -3.185 0.504 0.001
C -0.373 2.575 -3.902 0.017
H 0.328 4.542 -3.688 0.000
C -0.558 0.499 -5.682 0.001
C -1.274 -1.626 3.621 -0.001
H -6.312 1.505 -0.014 0.000
H 1.941 1.795 5.680 0.000
C 5.098 -2.080 2.467 0.000
C 0.658 -1.480 1.612 0.003
C -4.605 0.891 1.129 0.000
C -0.532 -0.702 1.477 0.006
Rh 0.096 0.432 -1.470 2.310
C 3.906 -1.458 2.124 0.001
H 6.406 -3.744 2.106 0.000


24
Properties=species:S:1:pos:R:3:mulliken_charge:R:1 method="wB97M-V/def2-TZVPD" gap_ha=0.3293 e_homo_ev=-9.06
H -0.831 2.628 1.761 0.313
O 2.280 0.217 1.493 -0.388
H -2.751 -0.796 1.008 0.324
N 1.131 -1.676 -4.686 -0.369
H 2.801 -1.714 -2.019 0.140
C -0.297 0.174 -0.361 -0.085
H -2.486 0.465 2.241 0.239
P -1.835 1.188 -0.015 0.210
O 0.335 -0.596 0.697 -0.166
C 1.120 0.054 1.568 0.600
C -0.182 -0.397 3.384 0.544
C -1.337 2.746 0.805 -1.059
O 0.416 0.544 2.706 -0.294
H -0.761 3.381 0.140 0.381
H 3.979 -1.843 -3.328 0.277
N -0.830 -1.230 3.846 -0.414
C -2.822 0.266 1.229 -0.922
C 3.015 -2.201 -2.970 -0.598
Br -0.848 -1.217 -1.601 -0.026
H -2.276 3.263 1.012 0.365
Br 0.967 1.328 -1.283 -0.015
H 3.091 -3.273 -2.796 0.275
C 1.967 -1.911 -3.937 0.292
H -3.846 0.603 1.106 0.376


34
Properties=species:S:1:pos:R:3:mulliken_charge:R:1 method="wB97M-V/def2-TZVPD" gap_ha="0.2822 / 0.2821" e_homo_ev="-8.32 / -8.32"
H -1.392 -2.510 -1.525 0.438
C 4.766 -0.573 -0.670 -0.712
C -1.939 -1.892 0.486 -0.268
H 3.077 -1.733 -0.978 0.426
H -0.630 -3.532 -0.385 0.337
H 4.741 2.101 1.421 0.398
H -2.328 -3.586 -0.686 0.430
H -1.659 -2.462 1.415 0.233
H -4.361 0.459 0.871 0.294
H -4.468 1.021 -0.775 0.432
C -1.882 1.871 1.257 -1.093
N -0.069 -0.427 0.150 0.198
H 2.324 1.518 1.553 0.377
C 5.249 0.550 0.092 -0.227
H 5.379 -1.115 -1.316 0.445
C -1.739 1.436 -1.532 -1.204
B -2.227 0.985 -0.021 0.567
H 6.285 0.800 0.157 0.382
H -3.917 -0.476 -0.427 0.435
C 3.454 -0.847 -0.575 -0.377
N -1.321 -0.585 0.349 -0.473
H -2.492 2.803 1.310 0.313
C 2.465 -0.048 0.217 0.103
H -2.927 -1.707 0.363 0.250
H -2.440 1.204 -2.251 0.317
H -1.484 2.451 -1.654 0.335
C 1.123 -0.455 0.131 0.523
H -0.794 2.270 1.382 0.139
H -0.828 0.878 -1.620 0.313
C 4.379 1.290 0.850 -0.685
C -1.511 -2.902 -0.595 -1.424
C 3.015 1.068 0.856 -0.199
H -2.011 1.596 2.283 0.420
C -3.836 0.550 -0.134 -1.442